Formula: C15H22BCl2N3O2S2Tl
Source: OMol25
Level of theory: ωB97M-V with the def2-TZVPD basis set

## Properties
- M (g mol⁻¹) = 626.6
- net charge = -1
- frontier orbital gap (eV) = 6.714

XYZ file:
```
48
Properties=species:S:1:pos:R:3:lowdin_charge:R:1
Tl 0.73614 0.13358 -0.03018 0.605
C -1.75432 1.94560 4.80351 -0.426
S -1.43262 0.16395 4.78666 0.742
C -0.94623 0.04981 3.04881 -1.131
S 0.70257 -0.25354 2.76149 0.539
N -1.96606 0.29345 2.26197 -0.077
N -1.71210 0.25752 0.92447 -0.048
C -2.56795 0.84755 0.18668 -0.112
C -2.33857 0.98876 -1.26155 -0.269
C -3.20459 1.76557 -2.02823 -0.031
C -2.92490 1.96841 -3.36756 -0.071
C -1.79697 1.37810 -3.91593 -0.058
C -0.98894 0.61822 -3.08506 -0.107
N -1.24163 0.43623 -1.79437 0.069
H -1.94636 2.22736 5.83899 0.019
H -2.61858 2.17558 4.18369 0.018
H -0.87532 2.47202 4.43204 0.029
H -3.42127 1.35762 0.63521 0.122
H -4.07706 2.20621 -1.56126 0.109
H -3.57634 2.58300 -3.97660 0.102
H -1.54267 1.50601 -4.95900 0.100
H -0.08529 0.14888 -3.46027 0.121
Cl 3.07206 0.74868 -1.34110 -0.319
C 1.18572 -1.91934 -0.60469 -0.788
Cl -0.06805 -3.17220 -0.32895 0.401
H 2.07327 -2.19729 -0.04638 -0.016
H 1.42283 -1.90132 -1.66302 -0.030
C 0.32921 5.31595 2.03185 -0.004
C -0.23611 4.37550 0.98701 -0.475
C -1.75914 4.43802 0.97789 -0.001
O 0.12181 3.01561 1.32825 0.068
B 0.34229 2.34211 0.14881 -0.737
O 0.28543 3.18087 -0.94434 0.064
C 0.37724 4.52863 -0.43383 -0.482
C -0.36115 5.47261 -1.35999 -0.007
C 1.86218 4.87638 -0.39453 -0.004
H -0.16549 5.13463 2.98758 0.088
H 0.15577 6.35631 1.74288 0.092
H 1.39765 5.15643 2.16500 0.088
H -2.12782 4.11692 1.95351 0.092
H -2.16170 3.76228 0.22015 0.081
H -2.11712 5.45088 0.77993 0.090
H -1.39618 5.16553 -1.50596 0.080
H 0.13493 5.48084 -2.33173 0.092
H -0.34318 6.48833 -0.95494 0.091
H 2.39701 4.19451 0.26807 0.102
H 2.03008 5.90582 -0.07148 0.088
H 2.27241 4.74028 -1.39544 0.100
```